# 1
A cluster of 2 separate species, C3H12N3O in total. Source: the Open Molecules 2025 dataset; level of theory: the ωB97M-V functional and the def2-TZVPD basis.

Computed properties:
Kohn-Sham gap: 10.887 eV
LUMO level: -2.866 eV
E_tot: -360.78340 a.u.
Energy above the lowest of the compared OMol25 structures with the same formula, charge and spin: 32.2 kcal per mole
Charge: +1

Geometry as XYZ:
```
19
C3H12N3O, DFT the ωB97M-V functional and the def2-TZVPD basis
N 0.75 0.63 0.96
H -0.33 3.12 0.52
C -0.03 -2.92 0.55
H -0.89 -3.44 -1.22
N 0.61 -2.06 1.25
H -1.10 0.82 0.02
H 0.88 -2.46 2.13
H -0.24 -3.91 0.93
H -0.65 3.81 -1.77
C 0.02 2.61 -0.38
N -0.52 -2.68 -0.67
H 0.26 0.60 -1.10
O -0.80 2.90 -1.49
H 0.35 0.96 1.83
H -0.18 -1.88 -1.19
H 0.76 -0.46 1.00
C -0.08 1.11 -0.19
H 1.71 0.97 0.93
H 1.06 2.90 -0.56
```



# 2
The ion C3H12N3P2 with charge +1 in a non-equilibrium geometry. Source: the Open Molecules 2025 dataset; level of theory: the ωB97M-V functional and the def2-TZVPD basis.

Computed properties:
Kohn-Sham gap: 9.446 eV
LUMO level: -3.240 eV
E_tot: -968.16677 a.u.
SMILES: C[NH+](C)/C=N/P[PH2]=N
Energy above the lowest of the compared OMol25 structures with the same formula, charge and spin: 0.0 kcal per mole
Charge: +1

Geometry as XYZ:
```
20
C3H12N3P2, DFT the ωB97M-V functional and the def2-TZVPD basis
H 3.27 -0.79 2.70
H -0.27 1.13 1.05
N 0.83 -1.04 1.89
N -0.79 0.31 -0.86
H -1.55 2.21 -1.38
H -1.89 -1.46 -1.25
H -0.42 -1.69 -0.27
P 2.35 -0.76 1.66
H -2.58 0.84 -1.85
H 0.46 -0.78 2.79
H 3.60 0.72 -0.31
N 1.37 0.88 -0.30
C 0.18 0.83 0.12
H -2.49 1.34 -0.15
C -1.92 1.23 -1.08
H 2.83 -1.73 0.80
C -1.27 -1.04 -0.46
H -1.85 -0.96 0.46
P 2.72 1.22 0.65
H -0.26 0.21 -1.73
```



# 3
A cluster of 3 separate species, C3H12N4O in total in a non-equilibrium geometry. Source: the Open Molecules 2025 dataset; level of theory: the ωB97M-V functional and the def2-TZVPD basis.

Computed properties:
Spin multiplicity: 2
Kohn-Sham gap (spin up / spin down): 6.042 / 4.173 eV
LUMO level (spin up / spin down): -6.429 / -7.920 eV
E_tot: -415.13896 a.u.
Energy above the lowest of the compared OMol25 structures with the same formula, charge and spin: 46.0 kcal per mole
Charge: +1

Geometry as XYZ:
```
20
C3H12N4O, DFT the ωB97M-V functional and the def2-TZVPD basis
H 1.62 -0.70 4.11
C 0.65 -1.14 0.98
N 0.11 1.01 -2.60
H 0.11 -0.24 0.86
C -1.16 1.08 -1.97
C 1.05 -0.42 3.24
H 0.44 0.03 -2.50
N -1.41 1.86 -0.81
H 0.17 -2.03 0.47
H -2.91 0.25 -1.47
H 0.99 0.98 0.50
O 1.97 -0.83 0.38
H 0.07 0.02 3.50
H 1.78 -2.05 2.26
N 0.83 -1.66 2.35
H -1.96 -0.77 -2.70
H -0.72 2.74 -0.96
H 1.72 0.16 2.61
H -2.29 2.31 -1.11
N -2.10 0.06 -2.08
```



# 4
A cluster of 2 separate species, C3H12N4OS in total in a non-equilibrium geometry. Source: the Open Molecules 2025 dataset; level of theory: the ωB97M-V functional and the def2-TZVPD basis.

Computed properties:
Kohn-Sham gap (spin up / spin down): 8.234 / 8.233 eV
LUMO level (spin up / spin down): 0.069 / 0.068 eV
E_tot: -813.78112 a.u.
SMILES: [H]/N=N\C(C)C.NNSO
Charge: 0

Geometry as XYZ:
```
21
C3H12N4OS, DFT the ωB97M-V functional and the def2-TZVPD basis
N -2.83 0.94 0.08
N 0.01 -1.61 -0.95
H 0.66 -2.28 -0.47
H -1.12 1.14 -0.87
H 0.91 1.85 0.82
H -1.58 -2.02 -0.48
H -2.44 0.79 -1.96
S -2.21 -0.50 0.87
H 2.20 0.76 -1.32
C 1.29 -0.28 0.52
O -2.43 -1.90 0.14
C 2.41 0.03 -0.53
H 3.42 0.39 -0.07
H 1.91 -1.12 0.99
N -2.15 1.33 -1.15
H 1.77 0.94 2.29
N 0.20 -0.52 -0.34
C 1.03 0.94 1.46
H -3.82 1.19 -0.05
H -0.02 0.87 1.92
H 2.76 -0.94 -0.90
```



# 5
An isolated molecule of C3H12N6 in a non-equilibrium geometry. Source: the Open Molecules 2025 dataset; level of theory: the ωB97M-V functional and the def2-TZVPD basis.

Computed properties:
Kohn-Sham gap: 8.218 eV
LUMO level: 0.902 eV
E_tot: -449.84366 a.u.
SMILES: [H]/N=C(/C)[C@H](N)N(N)NN
Energy above the lowest of the compared OMol25 structures with the same formula, charge and spin: 92.3 kcal per mole
Charge: 0

Geometry as XYZ:
```
21
C3H12N6, DFT the ωB97M-V functional and the def2-TZVPD basis
N 0.49 2.26 -0.79
H -1.09 -1.70 -1.18
H -2.39 -1.04 -1.95
N -1.46 -0.84 -1.59
N -1.03 -0.33 0.99
H 0.10 -1.83 1.71
C 1.35 0.07 -1.21
N -0.66 -1.66 1.05
H 2.38 0.39 -1.05
H 1.68 0.85 2.33
H 1.93 -0.31 1.22
H 1.11 0.13 -2.28
H -1.92 1.02 -0.81
N 1.22 0.10 1.82
H -1.48 -2.24 1.25
C 0.09 0.61 1.07
N -1.52 0.12 -0.56
H -0.15 2.83 -0.24
H 1.27 -0.97 -0.88
H -0.32 1.52 1.54
C 0.42 1.00 -0.44
```



# 6
A cluster of 2 separate species, C3H12NO in total in a non-equilibrium geometry. Source: the Open Molecules 2025 dataset; level of theory: the ωB97M-V functional and the def2-TZVPD basis.

Computed properties:
Kohn-Sham gap: 11.767 eV
LUMO level: -3.164 eV
E_tot: -251.18148 a.u.
Energy above the lowest of the compared OMol25 structures with the same formula, charge and spin: 55.8 kcal per mole
Charge: +1

Geometry as XYZ:
```
17
C3H12NO, DFT the ωB97M-V functional and the def2-TZVPD basis
H -0.14 -0.12 0.27
H 1.13 -2.48 0.64
H 1.99 0.69 -0.42
C 1.26 1.28 0.13
H -0.83 1.50 0.37
H -0.10 0.32 -2.21
N -0.13 0.89 -0.12
H -1.21 -2.62 0.39
O 0.43 -1.69 0.54
H -1.64 1.13 -1.57
H -1.47 -1.02 1.33
H -0.53 -2.50 2.14
C -0.53 1.08 -1.56
C -0.82 -2.03 1.19
H 1.36 1.24 1.22
H 1.61 2.23 -0.35
H -0.37 2.10 -1.98
```



# 7
A cluster of 2 separate species, C3H12NO in total in a non-equilibrium geometry. Source: the Open Molecules 2025 dataset; level of theory: the ωB97M-V functional and the def2-TZVPD basis.

Computed properties:
Kohn-Sham gap: 12.939 eV
LUMO level: -3.351 eV
E_tot: -251.22176 a.u.
Energy above the lowest of the compared OMol25 structures with the same formula, charge and spin: 30.5 kcal per mole
Charge: +1

Geometry as XYZ:
```
17
C3H12NO, DFT the ωB97M-V functional and the def2-TZVPD basis
H -1.01 0.16 -1.69
H 2.20 -3.08 -0.60
N 0.72 -0.07 0.39
H 0.55 -0.99 -0.26
H -1.22 1.89 -1.53
C -0.54 1.05 -1.30
H -2.37 1.29 0.33
H -1.40 0.65 2.02
H 0.27 1.42 -2.03
H 0.96 -0.20 1.34
H -2.02 -0.35 0.77
O 1.92 -2.51 0.10
H 1.69 0.12 -0.01
H 0.12 2.01 0.52
C -1.58 0.64 0.92
C -0.32 1.02 0.16
H 2.02 -3.05 0.87
```



# 8
A cluster of 2 separate species, C3H12NO in total in a non-equilibrium geometry. Source: the Open Molecules 2025 dataset; level of theory: the ωB97M-V functional and the def2-TZVPD basis.

Computed properties:
Kohn-Sham gap: 11.926 eV
LUMO level: -3.297 eV
E_tot: -251.21607 a.u.
Energy above the lowest of the compared OMol25 structures with the same formula, charge and spin: 34.1 kcal per mole
Charge: +1

Geometry as XYZ:
```
17
C3H12NO, DFT the ωB97M-V functional and the def2-TZVPD basis
H -1.88 1.88 0.38
H -2.47 -0.66 -0.11
H -2.02 -0.11 1.45
H 1.54 -0.92 -1.14
C -0.48 -1.25 0.58
H -1.41 1.24 -1.02
O 1.39 0.92 0.04
H 3.00 -0.18 -0.46
H 2.15 0.99 0.67
C -1.68 -0.30 0.51
C 2.03 0.03 -0.96
H -0.81 -2.16 1.01
H -0.21 -1.47 -0.43
H -0.30 1.13 0.19
H 2.10 0.61 -1.84
H 0.39 -0.85 1.16
N -1.34 1.09 -0.03
```



# 9
A structure of composition C3H12NO2PSi2Zr in a non-equilibrium geometry. Source: the Open Molecules 2025 dataset; level of theory: the ωB97M-V functional and the def2-TZVPD basis.

Computed properties:
Kohn-Sham gap: 3.501 eV
LUMO level: -20.222 eV
E_tot: -1292.04893 a.u.
Charge: +4

Geometry as XYZ:
```
22
C3H12NO2PSi2Zr, DFT the ωB97M-V functional and the def2-TZVPD basis
H 0.90 -2.21 0.74
H -3.69 1.66 1.22
H -0.35 -3.16 -0.01
H -4.36 0.71 -0.98
Si -3.39 0.70 0.13
P 0.28 -1.27 -1.40
Si -0.52 0.52 -0.03
H 1.39 2.07 -0.91
C 0.57 -2.62 -0.21
N 1.66 1.56 2.32
C 0.93 1.94 0.06
H 0.43 2.86 0.37
H 1.36 -3.29 -0.56
Zr -0.81 -2.35 -3.45
H 2.43 -0.85 -1.54
C 1.91 1.50 1.10
O 1.64 -0.82 -2.10
H -3.19 -0.66 0.70
H 2.41 1.40 3.02
H -0.64 -0.02 1.33
H 2.90 1.13 0.79
O -1.85 1.18 -0.58
```



# 10
A cluster of 2 separate species, C3H12NO2S in total in a non-equilibrium geometry. Source: the Open Molecules 2025 dataset; level of theory: the ωB97M-V functional and the def2-TZVPD basis.

Computed properties:
Kohn-Sham gap: 10.026 eV
LUMO level: -3.171 eV
E_tot: -724.62205 a.u.
Energy above the lowest of the compared OMol25 structures with the same formula, charge and spin: 44.7 kcal per mole
Charge: +1

Geometry as XYZ:
```
19
C3H12NO2S, DFT the ωB97M-V functional and the def2-TZVPD basis
O -2.01 -0.90 -0.98
H -1.77 1.37 0.98
C -0.68 1.55 1.02
H 1.05 0.61 -1.73
C 0.42 0.65 0.34
H 1.44 1.31 0.45
H -0.53 1.55 2.17
H -0.43 -0.09 -1.52
H -0.65 -0.97 1.35
O -0.61 2.77 0.29
S 1.44 -1.95 -0.03
H -2.78 -0.80 -1.62
H -1.84 -1.87 -0.71
H 0.66 -3.14 -0.07
H -0.34 1.65 -1.36
H 0.02 3.43 0.51
C 0.46 -0.73 0.98
H 1.12 -0.78 1.90
N 0.09 0.75 -1.19
```



# 11
A cluster of 2 separate species, C3H12NO2Si in total in a non-equilibrium geometry. Source: the Open Molecules 2025 dataset; level of theory: the ωB97M-V functional and the def2-TZVPD basis.

Computed properties:
Kohn-Sham gap: 10.918 eV
LUMO level: -3.358 eV
E_tot: -615.90667 a.u.
Energy above the lowest of the compared OMol25 structures with the same formula, charge and spin: 69.0 kcal per mole
Charge: +1

Geometry as XYZ:
```
19
C3H12NO2Si, DFT the ωB97M-V functional and the def2-TZVPD basis
O 1.03 0.37 -0.96
H 2.26 2.19 -0.76
Si 0.26 -2.27 -0.66
H -0.78 -2.23 0.41
O -1.29 0.28 0.95
H -0.03 -1.69 -1.93
C 0.99 -0.51 -0.04
H -2.99 -0.47 -0.08
H 0.69 2.02 0.23
H -1.72 0.41 -0.99
H 1.95 0.57 1.38
H -2.83 1.24 0.21
H -1.70 0.17 1.81
C 1.20 1.81 -0.73
C -2.32 0.35 -0.04
H 1.41 -3.02 -0.15
N 1.54 -0.31 1.13
H 1.76 -1.13 1.73
H 0.57 2.21 -1.50
```



# 12
A cluster of 3 separate species, C3H12NO3 in total in a non-equilibrium geometry. Source: the Open Molecules 2025 dataset; level of theory: the ωB97M-V functional and the def2-TZVPD basis.

Computed properties:
Spin multiplicity: 2
Kohn-Sham gap (spin up / spin down): 10.530 / 6.400 eV
LUMO level (spin up / spin down): 0.641 / -3.411 eV
E_tot: -401.79075 a.u.
Energy above the lowest of the compared OMol25 structures with the same formula, charge and spin: 50.4 kcal per mole
Charge: 0

Geometry as XYZ:
```
19
C3H12NO3, DFT the ωB97M-V functional and the def2-TZVPD basis
C 0.93 -0.31 -0.21
H -0.18 -1.98 0.67
H -0.01 -1.19 -2.06
N 0.87 1.07 -0.72
O -0.25 -1.17 -3.01
O -0.16 -1.04 -0.58
H 1.41 -0.41 0.79
H 0.49 -2.39 1.98
C 0.04 1.78 0.34
H -1.95 1.18 1.05
H -0.82 -0.08 1.59
H -0.54 1.51 2.37
H 0.76 2.49 0.72
O -0.37 -2.43 1.60
H 0.46 1.07 -1.72
H 1.81 -0.80 -0.77
H -0.92 -0.73 -3.31
C -0.84 1.03 1.45
H -0.72 2.41 -0.20
```